Entry from the OMol25 dataset: one molecule with the formula C5H6BrFO (the ωB97M-V functional and the def2-TZVPD basis).

The calculation puts the HOMO-LUMO gap at 10.25 eV. The calculation puts the energy above the lowest of the compared OMol25 structures with the same formula, charge and spin at 0.000 eV. The value obtained for the molecular weight is 181.0 g/mol. The total charge is 0. The SMILES is O=C1CC[C@H](F)[C@H]1Br.

Bonds (Å) are listed after each position.
CARTESIAN COORDINATES (ANGSTROEM)
1 O -1.86867 -1.98637 -1.17665  C2 1.203
2 C -1.29469 -1.06753 -0.65456  O1 1.203, C3 1.566, C7 1.512
3 C 0.17886 -0.64700 -0.97707  C2 1.566, C4 1.469, H9 1.140, H10 1.159
4 C 0.56986 0.52185 -0.17843  C3 1.469, C5 1.579, H11 1.112, H12 1.071
5 C -0.35750 0.45637 1.09778  C4 1.579, F6 1.445, C7 1.645, H13 1.064
6 F 0.10322 -0.48248 2.09515  C5 1.445
7 C -1.73180 -0.26021 0.54719  C2 1.512, C5 1.645, Br8 1.899, H14 1.081
8 Br -2.73149 1.18781 -0.16657  C7 1.899
9 H 0.79507 -1.56689 -0.70409  C3 1.140
10 H 0.30206 -0.56048 -2.12657  C3 1.159
11 H 1.59134 0.38632 0.23953  C4 1.112
12 H 0.43732 1.52607 -0.52720  C4 1.071
13 H -0.70797 1.24367 1.72134  C5 1.064
14 H -2.13062 -0.83874 1.36901  C7 1.081

Atomic partial charges in e from the natural (NBO) method, atoms 1 to 4: atom 1 (O): -0.5034, atom 2 (C): 0.5845, atom 3 (C): -0.5387, atom 4 (C): -0.4641